Model 1:
Molecular formula: C22H30N4O2
Method: DFT, wB97M-V/def2-TZVPD

The calculation puts the HOMO energy at -8.534 eV. For the gap between HOMO and LUMO, the calculation gives 9.25 eV. The lowest unoccupied orbital energy is 0.7 eV. The SMILES is CC(=O)N1CCCN(Cc2nc(C3(c4ccc(C)cc4)CCCC3)no2)CC1.

XYZ file:
```
58
Properties=species:S:1:pos:R:3:mulliken_charge:R:1
C -5.731 -0.900 -0.311 -1.43
C -4.224 -0.985 -0.405 0.87
O -3.676 -1.972 -0.864 -0.67
N -3.520 0.082 0.050 0.31
C -4.173 1.267 0.574 -0.77
H -4.951 0.948 1.275 0.52
C -3.252 2.234 1.316 -0.89
H -3.898 2.911 1.878 0.42
H -2.630 1.695 2.028 0.29
C -2.354 3.087 0.418 -0.71
N -1.197 2.349 -0.031 0.21
C -1.542 1.248 -0.911 -0.72
C -2.081 0.062 -0.111 -0.81
H -1.853 -0.869 -0.635 0.16
H -1.574 0.039 0.857 0.34
H -2.272 1.547 -1.683 0.31
H -0.637 0.917 -1.421 0.41
C -0.129 3.185 -0.539 -0.73
C 1.092 2.349 -0.679 0.42
N 1.557 1.502 0.179 -0.27
C 2.594 0.913 -0.490 -0.72
N 2.761 1.403 -1.685 -0.50
O 1.783 2.347 -1.826 -0.22
C 3.295 -0.273 0.079 3.58
C 2.191 -1.317 0.044 -0.89
C 1.433 -1.628 1.163 -0.44
C 0.378 -2.519 1.073 -0.99
C 0.037 -3.114 -0.134 1.06
C 0.790 -2.787 -1.256 -0.99
C 1.845 -1.899 -1.171 -0.38
H 2.401 -1.644 -2.062 0.49
H 0.538 -3.227 -2.211 0.38
C -1.128 -4.047 -0.234 -1.34
H -1.301 -4.555 0.712 0.38
H -2.029 -3.488 -0.487 0.14
H -0.965 -4.790 -1.011 0.39
H -0.197 -2.751 1.959 0.34
H 1.655 -1.170 2.114 0.43
C 4.549 -0.648 -0.742 -1.14
C 5.761 -0.202 0.090 -0.81
H 6.234 -1.066 0.557 0.35
H 6.508 0.305 -0.517 0.33
C 5.183 0.709 1.172 -0.74
H 5.031 1.714 0.776 0.26
H 5.825 0.776 2.050 0.46
C 3.835 0.066 1.476 -1.31
H 3.161 0.724 2.020 0.44
H 3.984 -0.854 2.043 0.47
H 4.521 -0.140 -1.704 0.47
H 4.574 -1.723 -0.919 0.38
H -0.349 3.650 -1.517 0.21
H 0.065 3.977 0.190 0.47
H -2.949 3.483 -0.427 0.29
H -1.997 3.938 1.004 0.50
H -4.667 1.813 -0.243 0.34
H -6.051 -0.880 0.728 0.34
H -6.147 -1.783 -0.788 0.35
H -6.107 -0.010 -0.812 0.34
```

=====

Model 2:
Molecular formula: C22H30N4O2
Method: DFT, wB97M-V/def2-TZVPD

The calculation puts the HOMO energy at -7.284 eV. For the gap between HOMO and LUMO, the calculation gives 7.86 eV. The lowest unoccupied orbital energy is 0.6 eV. The SMILES is CCc1ccc(NC(=O)NCCN2CCN(c3ccc(OC)cc3)CC2)cc1.

XYZ file:
```
58
Properties=species:S:1:pos:R:3:mulliken_charge:R:1
C 6.473 3.963 -0.689 -1.05
H 7.188 3.318 -0.183 0.32
H 6.905 4.956 -0.784 0.35
H 6.299 3.562 -1.686 0.32
C 5.160 4.019 0.096 -1.00
C 4.563 2.647 0.222 0.58
C 4.901 1.819 1.284 -0.69
C 4.390 0.540 1.377 -0.73
C 3.524 0.052 0.400 0.79
C 3.176 0.875 -0.666 -0.33
C 3.697 2.153 -0.745 -0.81
H 3.419 2.781 -1.580 0.35
H 2.506 0.507 -1.424 0.53
N 3.039 -1.251 0.550 -0.08
C 2.284 -1.990 -0.331 0.56
O 1.844 -1.584 -1.385 -0.66
N 2.079 -3.272 0.103 -0.15
H 2.361 -3.547 1.029 0.21
C 1.249 -4.193 -0.634 -0.73
H 1.801 -5.128 -0.786 0.39
H 1.065 -3.731 -1.605 0.39
C -0.087 -4.523 0.063 -1.10
N -1.074 -3.476 0.165 0.11
C -1.475 -2.871 -1.090 -0.43
C -2.782 -2.117 -0.855 -1.13
N -2.589 -1.097 0.157 0.40
C -3.499 -0.040 0.201 -0.04
C -3.731 0.717 -0.948 -0.76
C -4.591 1.799 -0.946 -0.38
C -5.243 2.172 0.222 0.84
C -5.008 1.435 1.380 -0.84
C -4.158 0.349 1.370 -0.12
H -4.023 -0.205 2.286 0.42
H -5.516 1.728 2.286 0.40
O -6.114 3.223 0.342 -0.46
C -6.379 3.997 -0.800 -0.82
H -7.088 4.760 -0.481 0.24
H -5.473 4.482 -1.179 0.33
H -6.830 3.398 -1.598 0.33
H -4.734 2.347 -1.864 0.36
H -3.217 0.467 -1.864 0.41
C -2.127 -1.679 1.396 -1.30
C -0.820 -2.431 1.134 -0.36
H -0.469 -2.882 2.066 0.49
H -0.072 -1.704 0.780 0.06
H -1.936 -0.881 2.116 0.60
H -2.862 -2.384 1.818 0.43
H -3.118 -1.660 -1.784 0.53
H -3.547 -2.841 -0.524 0.23
H -1.636 -3.659 -1.829 0.49
H -0.717 -2.168 -1.470 0.17
H 0.117 -4.883 1.077 0.45
H -0.548 -5.344 -0.498 0.39
H 3.375 -1.723 1.377 0.18
H 4.664 -0.090 2.213 0.31
H 5.572 2.179 2.051 0.36
H 5.353 4.432 1.088 0.35
H 4.462 4.681 -0.420 0.35
```

=====

Best to worst by energy: model 2, model 1.

=====

Model 1:
Molecular formula: C6H34O11
Method: DFT, wB97M-V/def2-TZVPD

The calculation puts the HOMO energy at -8.972 eV. For the gap between HOMO and LUMO, the calculation gives 8.55 eV. The lowest unoccupied orbital energy is -0.4 eV. The SMILES is CCO.CO.CO.CO.CO.O.O.O.O.O.O.

XYZ file:
```
51
Properties=species:S:1:pos:R:3:mulliken_charge:R:1
C 3.135 -1.524 -0.480 -0.40
O 2.655 -0.664 -1.534 -0.57
H 3.271 -2.564 -0.776 0.28
H 3.906 -1.090 0.158 0.36
H 2.264 -1.558 0.175 0.06
H 2.838 0.250 -1.302 0.26
C 1.331 -4.520 -1.022 -0.60
O 0.165 -3.784 -0.907 -0.55
H 1.023 -5.563 -0.953 0.23
H 1.775 -4.312 -1.995 0.33
H 1.944 -4.055 -0.250 0.19
H 0.221 -3.081 -1.558 0.36
C -2.056 0.847 2.716 -0.39
O -3.416 0.917 2.278 -0.58
H -1.469 1.509 2.080 -0.01
H -1.929 1.225 3.730 0.37
H -1.495 -0.081 2.608 0.22
H -3.457 0.594 1.375 0.40
C 2.475 0.685 3.473 -0.64
O 1.205 0.198 3.079 -0.42
H 3.155 0.756 2.625 0.20
H 2.456 1.604 4.058 0.26
H 2.947 -0.055 4.119 0.30
H 1.024 0.441 2.168 0.26
C -1.603 4.220 -0.014 -1.33
C -1.767 3.256 -1.176 0.01
O -0.571 2.447 -1.266 -0.53
H -0.896 5.000 -0.295 0.32
H -1.356 3.821 0.970 0.30
H -2.572 4.708 0.093 0.39
H -1.890 3.729 -2.150 0.36
H -2.671 2.670 -1.014 0.25
H -0.900 1.717 -1.797 0.21
O -1.576 0.326 -3.123 -0.55
H -1.115 -0.502 -3.259 0.26
H -1.788 0.630 -4.006 0.26
O -0.593 -0.545 -0.093 0.07
H 0.247 -0.092 -0.030 0.09
H -0.593 -0.931 -0.969 0.21
O -3.370 0.164 -0.451 -0.73
H -2.447 -0.071 -0.355 0.29
H -3.477 0.337 -1.386 0.29
O 0.296 -1.677 -2.817 -0.66
H 1.190 -1.377 -2.656 0.29
H 0.394 -2.407 -3.429 0.33
O -0.115 -2.543 1.695 -0.67
H -0.284 -1.751 1.186 0.28
H 0.046 -3.221 1.038 0.36
O 1.080 1.868 0.850 -0.50
H 1.891 1.769 0.353 0.22
H 0.471 2.281 0.237 0.25
```

=====

Model 2:
Molecular formula: C6H34O11
Method: DFT, wB97M-V/def2-TZVPD

The calculation puts the HOMO energy at -8.899 eV. For the gap between HOMO and LUMO, the calculation gives 8.92 eV. The lowest unoccupied orbital energy is 0.0 eV.

XYZ file:
```
51
Properties=species:S:1:pos:R:3:mulliken_charge:R:1
O -0.169 0.850 2.076 -0.94
H -0.523 0.186 2.667 0.58
H -0.268 0.470 1.202 0.62
O 1.747 1.034 0.380 -0.68
H 2.082 1.470 -0.403 0.38
H 1.804 1.697 1.068 0.46
O 2.005 -0.484 -2.085 -0.69
H 1.952 -0.463 -1.129 0.41
H 1.931 -1.412 -2.308 0.21
O -0.042 0.152 -1.834 -0.71
H -0.516 0.286 -2.655 0.23
H 0.765 -0.293 -2.093 0.35
O -0.125 0.085 0.251 0.70
H 0.765 0.436 0.269 -1.55
H -0.230 -0.260 -0.636 -0.79
O 1.510 2.219 -1.931 -0.75
H 1.138 1.754 -1.182 0.00
H 1.066 1.844 -2.691 0.40
O 2.499 -1.091 0.527 -0.85
H 2.183 -0.199 0.674 0.60
H 3.256 -0.985 -0.050 0.29
O -2.291 0.498 0.957 -0.61
H -2.909 1.225 0.885 0.30
H -1.481 0.902 1.268 0.32
C 0.371 -2.755 -1.984 -1.42
C -1.009 -2.234 -1.351 0.82
O -1.557 -3.165 -0.422 -0.55
H 0.035 -3.614 -2.565 0.48
H 1.087 -3.211 -1.300 0.24
H 0.867 -2.062 -2.663 0.51
H -1.634 -1.900 -2.180 0.41
H -0.911 -1.279 -0.834 -0.11
H -2.366 -2.789 -0.068 0.41
C -0.016 -2.049 1.497 0.79
C -0.621 -2.399 2.805 -0.69
O -0.962 -1.158 3.412 -0.60
H -0.776 -1.565 0.883 -0.93
H 0.315 -2.973 1.022 0.44
H 0.832 -1.399 1.713 0.25
H 0.141 -2.920 3.385 0.34
H -1.561 -2.946 2.732 0.31
H -0.328 -0.939 4.098 0.34
C -0.180 2.779 -0.326 0.27
C -1.273 3.878 -0.409 -0.71
O -1.990 4.023 0.881 -0.54
H -0.581 1.769 -0.406 -0.09
H 0.356 2.780 0.624 0.11
H 0.497 2.876 -1.175 0.74
H -1.955 3.525 -1.183 0.21
H -0.966 4.895 -0.653 0.41
H -1.965 4.913 1.240 0.28
```

=====

Best to worst by energy: model 1, model 2.

=====

Model 1:
Molecular formula: C5H13ClNO2P
Method: DFT, wB97M-V/def2-TZVPD

The calculation puts the HOMO energy at -9.545 eV. For the gap between HOMO and LUMO, the calculation gives 10.16 eV. The lowest unoccupied orbital energy is 0.6 eV. The SMILES is CC(C)O[P@@](=O)(Cl)N(C)C.

XYZ file:
```
23
Properties=species:S:1:pos:R:3:mulliken_charge:R:1
C -2.035 -0.472 1.180 -1.28
C -2.257 -2.539 -0.411 -1.11
C 1.747 2.403 0.503 -1.00
C 1.750 1.525 -1.796 -1.08
C -1.211 -1.461 0.345 0.50
N 1.460 1.305 -0.411 0.15
O 1.225 -0.187 1.726 -0.61
O -0.400 -0.817 -0.590 -0.54
P 1.247 -0.191 0.259 0.87
Cl 2.511 -1.436 -0.661 -0.25
H -2.865 0.091 0.690 0.28
H -2.428 -0.998 2.076 0.39
H -1.320 0.248 1.597 0.34
H -2.521 -2.346 -1.442 0.33
H -3.174 -2.382 0.169 0.35
H -1.908 -3.584 -0.125 0.27
H 1.332 2.311 1.504 0.29
H 2.802 2.507 0.721 0.34
H 1.437 3.230 -0.054 0.46
H 0.720 1.691 -2.157 0.32
H 2.320 2.487 -2.044 0.36
H 2.364 0.724 -2.147 0.37
H -0.796 -2.110 1.068 0.25
```

=====

Model 2:
Molecular formula: C5H13ClNO2P
Method: DFT, wB97M-V/def2-TZVPD

The calculation puts the HOMO energy (alpha / beta) at -9.025 / -9.534 eV. For the gap between HOMO and LUMO (alpha / beta), the calculation gives 7.97 / 7.55 eV. The lowest unoccupied orbital energy (alpha / beta) is -1.1 / -2.0 eV.

XYZ file:
```
23
Properties=species:S:1:pos:R:3:mulliken_charge:R:1
C 1.118 -1.546 0.971 -0.71
C 1.538 0.924 1.187 -1.29
C 0.989 -0.988 -2.076 -0.77
C -2.790 1.995 -0.227 -0.60
C 1.645 -0.259 0.192 0.36
N 0.954 0.002 -1.024 -0.35
O -1.844 0.109 1.574 -0.63
O -2.177 0.864 -0.776 -0.41
P -1.490 -0.276 0.160 1.09
Cl -2.511 -1.938 -0.381 -0.27
H 0.048 -1.361 0.710 -0.17
H 1.644 -2.470 0.657 0.33
H 1.162 -1.484 2.017 0.41
H 1.396 1.845 0.442 0.30
H 2.483 0.982 1.800 0.36
H 0.710 0.930 1.884 0.31
H 1.847 -0.980 -2.749 0.33
H 1.042 -2.110 -1.644 0.24
H 0.158 -0.807 -2.639 0.31
H -3.714 2.284 -0.628 0.27
H -2.211 3.012 -0.315 0.20
H -2.804 1.690 0.847 0.33
H 2.808 -0.417 0.020 0.38
```

=====

Best to worst by energy: model 1, model 2.